# 1
Entry from the OMol25 dataset: a cluster of 2 separate species, C9H12F3NO2 in total at a distorted geometry (ωB97M-V with the def2-TZVPD basis set).

Last column: natural (NBO) charge in e.
Atoms and positions in Å:
O -0.843 -0.605 -1.381  -0.694
C -1.062 0.236 -0.339  0.151
C -1.565 -0.246 0.809  -0.097
C -2.118 0.488 1.841  -0.352
C -2.659 -0.464 2.682  0.198
O -2.600 -1.687 2.225  -0.457
C -1.972 -1.668 1.006  -0.092
C -0.757 1.754 -0.600  0.944
F 0.330 2.228 0.121  -0.363
F -1.769 2.480 -0.119  -0.320
F -0.496 2.105 -1.860  -0.305
H 0.073 -0.463 -1.507  0.492
H -1.879 1.508 2.173  0.247
H -3.153 -0.509 3.604  0.202
H -2.695 -1.803 0.239  0.210
H -1.102 -2.483 0.833  0.208
C 2.649 0.482 -2.124  -0.646
C 1.943 -0.622 -1.490  -0.396
C 1.875 -0.871 -0.209  0.058
N 2.227 -0.002 0.799  -0.819
H 3.713 0.408 -2.304  0.225
H 2.215 0.687 -3.099  0.219
H 2.690 1.461 -1.549  0.209
H 1.698 -1.388 -2.187  0.219
H 1.500 -1.870 0.216  0.193
H 1.939 1.029 0.554  0.394
H 1.819 -0.186 1.666  0.373

Summary:
HOMO energy = -7.80 eV
SMILES string = O/C(=C1/C=COC1)C(F)(F)F.C/C=C\N
Calculated total energy = -854.867149 Ha
Total charge = 0
LUMO level = 0.664 eV

---

# 2
Entry from the OMol25 dataset: a cluster of 2 separate species, C4H10N2 in total at a distorted geometry (ωB97M-V with the def2-TZVPD basis set).

Last column: natural (NBO) charge in e.
Atoms and positions in Å:
H -3.236 -0.667 0.323  0.326
N -2.412 -0.368 -0.207  -0.664
C -2.275 0.814 0.265  0.259
N -1.508 1.734 -0.415  -0.824
H -2.911 1.302 0.968  0.141
H -1.502 1.803 -1.374  0.393
H -1.317 2.559 0.102  0.371
C 1.687 0.404 0.656  -0.413
C 1.591 -0.392 -0.408  -0.155
C 1.721 -1.899 -0.308  -0.640
H 1.638 1.447 0.784  0.194
H 1.495 0.071 1.787  0.175
H 1.636 0.023 -1.396  0.194
H 2.723 -2.112 -0.402  0.213
H 1.393 -2.199 0.724  0.214
H 1.278 -2.521 -1.098  0.218

Summary:
HOMO energy = -9.15 eV
SMILES string = [H]/N=C/N.C=CC
Calculated total energy = -267.838080 Ha
Total charge = 0
LUMO level = 0.954 eV

---

# 3
Entry from the OMol25 dataset: the ion C4H12N4S with charge +2 at a distorted geometry (ωB97M-V with the def2-TZVPD basis set).

Last column: natural (NBO) charge in e.
Atoms and positions in Å:
C -1.070 1.194 -1.058  0.336
C -0.263 -0.478 2.424  -0.658
C -0.581 -1.484 0.046  -0.656
C -0.221 -0.346 0.960  0.315
N -0.282 1.424 -2.047  -0.375
N -0.459 0.898 0.399  -0.228
N 0.989 0.780 -2.237  -0.651
N 0.861 0.512 0.513  -0.421
S -2.766 1.536 -0.937  0.344
H 0.262 0.318 2.867  0.240
H -1.263 -0.536 2.779  0.270
H 0.153 -1.389 2.882  0.291
H 0.093 -2.327 -0.126  0.290
H -0.793 -1.125 -0.912  0.199
H -1.445 -1.964 0.518  0.281
H -2.877 0.877 0.234  0.192
H -0.710 1.932 -2.750  0.433
H 0.830 -0.035 -2.820  0.423
H 1.667 1.513 -2.707  0.456
H 1.465 1.075 1.123  0.462
H 1.195 0.381 -0.537  0.460

Summary:
HOMO energy = -18.99 eV
Calculated total energy = -776.024561 Ha
Total charge = +2
LUMO level = -9.210 eV

---

# 4
Entry from the OMol25 dataset: a structure of composition C41H39AuN6S4 (ωB97M-V with the def2-TZVPD basis set).

Last column: Löwdin spin population.
Atoms and positions in Å:
Au -0.580 -3.218 0.175  0.017
N 1.212 -1.119 -0.749  0.129
S 2.251 0.011 -0.264  0.017
N 1.831 1.433 -0.028  0.160
S -0.186 1.431 0.212  0.087
N -1.890 1.175 0.130  0.097
S -2.290 -0.299 -0.108  0.173
N -1.051 -1.383 -0.669  0.121
C -3.557 -0.312 -1.250  0.075
C -4.125 -1.548 -1.634  0.107
C -5.271 -1.552 -2.401  0.004
C -5.878 -0.368 -2.804  0.133
C -5.311 0.849 -2.420  0.010
C -4.172 0.896 -1.649  0.091
C -2.828 -1.064 1.347  0.045
C -3.258 -2.397 1.407  0.070
C -3.864 -2.870 2.559  0.001
C -4.077 -2.053 3.652  0.078
C -3.692 -0.713 3.574  0.003
C -3.091 -0.214 2.445  0.054
C -0.300 3.217 -0.050  0.001
C -1.539 3.845 0.050  0.005
C -1.635 5.211 -0.164  0.000
C -0.513 5.959 -0.476  0.004
C 0.718 5.331 -0.564  0.000
C 0.833 3.966 -0.347  0.004
C 0.038 1.250 1.965  0.005
C 0.169 -0.052 2.417  0.004
C 0.339 -0.270 3.773  0.001
C 0.382 0.805 4.649  -0.001
C 0.258 2.103 4.171  0.001
C 0.085 2.336 2.813  0.001
C 2.950 -0.777 1.181  0.003
C 3.519 0.085 2.106  0.001
C 4.031 -0.439 3.281  0.000
C 3.980 -1.806 3.510  0.000
C 3.419 -2.662 2.571  0.001
C 2.896 -2.150 1.392  0.004
C 3.672 0.025 -1.355  0.005
C 4.263 -1.182 -1.708  0.002
C 5.348 -1.168 -2.566  0.001
C 5.833 0.040 -3.055  -0.001
C 5.236 1.238 -2.691  0.000
C 4.146 1.237 -1.832  0.001
H -3.651 -2.481 -1.374  0.009
H -5.690 -2.503 -2.706  -0.003
H -6.769 -0.389 -3.413  0.009
H -5.766 1.780 -2.734  -0.002
H -3.739 1.841 -1.360  0.007
H -3.117 -3.079 0.582  0.005
H -4.166 -3.909 2.591  -0.002
H -4.541 -2.438 4.548  0.005
H -3.856 -0.051 4.414  -0.001
H -2.791 0.822 2.402  0.004
H -2.421 3.275 0.288  0.002
H -2.603 5.686 -0.086  0.000
H -0.597 7.024 -0.643  0.000
H 1.605 5.900 -0.802  0.000
H 1.796 3.490 -0.407  0.002
H 0.131 -0.886 1.729  0.002
H 0.431 -1.283 4.138  0.000
H 0.510 0.632 5.709  0.000
H 0.295 2.940 4.854  0.000
H -0.011 3.345 2.435  0.000
H 3.519 1.152 1.925  0.001
H 4.458 0.223 4.022  0.000
H 4.378 -2.210 4.430  0.000
H 3.374 -3.730 2.738  0.000
H 2.430 -2.807 0.676  0.003
H 3.875 -2.118 -1.332  0.001
H 5.818 -2.098 -2.853  0.000
H 6.683 0.045 -3.722  0.000
H 5.618 2.175 -3.071  0.000
H 3.658 2.152 -1.535  0.001
C -1.201 -1.410 -3.426  0.007
C -0.031 -0.639 -2.844  0.026
C 1.254 -1.177 -3.462  0.008
C -0.173 0.855 -3.136  0.010
N 0.023 -0.800 -1.331  0.380
H -1.146 -1.309 -4.511  0.000
H -2.158 -1.018 -3.106  0.002
H -1.155 -2.467 -3.170  0.001
H 1.130 -1.152 -4.546  0.001
H 1.444 -2.204 -3.157  0.001
H 2.120 -0.571 -3.220  0.001
H -0.213 1.003 -4.216  0.000
H 0.677 1.417 -2.748  0.000
H -1.092 1.253 -2.706  0.001
S 2.311 -6.491 1.539  0.001
C 1.008 -5.611 1.136  0.001
N 0.040 -5.007 0.866  0.004

Summary:
HOMO energy (alpha / beta) = -4.60 / -7.67 eV
Spin multiplicity = 3
<S²> = 2.03
Calculated total energy = -3642.324820 Ha
Total charge = 0
LUMO level (alpha / beta) = 0.174 / -1.652 eV

---

# 5
Entry from the OMol25 dataset: a structure of composition C7H5N3O at a distorted geometry (ωB97M-V with the def2-TZVPD basis set).

Last column: natural (NBO) charge in e.
Atoms and positions in Å:
C 0.151 2.118 -0.501  -0.182
C -0.154 2.021 0.808  -0.226
C 0.584 0.988 -1.229  -0.250
C -0.294 0.791 1.420  -0.168
C 0.337 -0.263 -0.677  0.108
C -0.158 -0.326 0.647  0.074
C -0.974 -2.537 0.268  0.744
N 0.731 -1.538 -1.037  -0.379
N -0.391 -1.626 1.148  -0.347
N 0.325 -2.572 -0.235  -0.166
O -1.914 -3.215 0.184  -0.490
H 0.252 3.068 -0.840  0.210
H -0.394 2.784 1.514  0.218
H 0.966 1.274 -2.145  0.225
H -0.495 0.739 2.399  0.217
H 1.429 -1.705 -1.724  0.412

Summary:
HOMO energy = -8.57 eV
Calculated total energy = -509.120680 Ha
Total charge = 0
LUMO level = -0.034 eV

---

# 6
Entry from the OMol25 dataset: a cluster of 2 separate species, C2H3BrFN in total at a distorted geometry (ωB97M-V with the def2-TZVPD basis set).

Last column: natural (NBO) charge in e.
Atoms and positions in Å:
Br 2.874 1.026 -0.408  0.185
C 1.249 0.464 0.048  0.052
N 0.559 -0.548 0.310  -0.321
C -0.131 0.845 0.301  -0.298
H -0.492 1.095 1.350  0.181
H -0.887 0.902 -0.390  0.198
F -1.825 -1.545 -0.815  -0.566
H -1.347 -2.239 -0.397  0.568

Summary:
HOMO energy = -10.37 eV
SMILES string = BrC1=NC1.F
Calculated total energy = -2806.554749 Ha
Total charge = 0
LUMO level = 0.726 eV

---

# 7
Entry from the OMol25 dataset: a structure of composition C36H49GaN4O3P2S2 at a distorted geometry (ωB97M-V with the def2-TZVPD basis set).

Last column: Mulliken charge in e.
Atoms and positions in Å:
Ga 0.626 0.869 0.411  0.442
C 2.304 -1.660 2.356  -1.544
C 2.158 -0.258 2.844  0.817
N 1.521 0.715 2.213  1.551
C 1.623 1.929 2.876  -0.299
C 2.332 1.878 4.017  -0.599
S 2.889 0.285 4.271  -0.115
C 1.028 3.058 2.185  -0.278
C 0.894 4.342 2.557  -0.350
S 0.184 5.240 1.292  -0.094
C 0.077 3.871 0.307  0.057
N 0.562 2.788 0.904  1.510
C -0.467 3.936 -1.082  0.451
H 1.548 -1.891 1.609  -0.028
H 2.233 -2.376 3.174  0.655
H 3.288 -1.791 1.903  0.477
H 2.568 2.680 4.706  0.548
H 1.171 4.808 3.495  0.544
H 0.033 4.719 -1.653  0.667
H -1.534 4.169 -1.070  0.342
H -0.318 2.992 -1.592  -1.301
C 1.255 1.049 -5.305  -0.786
C 1.372 1.966 -4.263  -0.704
C 1.519 1.509 -2.965  -0.475
C 1.574 0.136 -2.699  1.086
C 1.451 -0.780 -3.745  -0.966
C 1.278 -0.315 -5.045  -0.752
P 2.137 -0.319 -1.056  1.232
C 3.771 0.381 -0.868  0.734
C 3.976 1.521 -0.086  -0.196
C 5.230 2.111 -0.032  -1.041
C 6.282 1.561 -0.755  -0.686
C 6.082 0.432 -1.543  -0.829
C 4.829 -0.157 -1.610  -0.846
C 2.137 -2.095 -0.868  0.469
C 0.962 -2.792 -1.170  -0.395
C 0.941 -4.175 -1.101  -0.884
C 2.090 -4.867 -0.726  -0.888
C 3.253 -4.176 -0.409  -0.886
C 3.280 -2.788 -0.471  -0.914
H 1.167 1.403 -6.327  0.471
H 1.370 3.029 -4.474  0.508
H 1.678 2.219 -2.161  0.497
H 1.528 -1.844 -3.563  0.489
H 1.198 -1.022 -5.862  0.516
H 3.162 1.961 0.473  0.403
H 5.391 3.001 0.565  0.519
H 7.262 2.022 -0.713  0.461
H 6.903 0.017 -2.116  0.493
H 4.674 -1.013 -2.260  0.556
H 0.078 -2.249 -1.480  0.395
H 0.043 -4.723 -1.364  0.552
H 2.080 -5.950 -0.688  0.478
H 4.147 -4.719 -0.127  0.517
H 4.193 -2.259 -0.225  0.615
C -3.569 1.856 -3.903  -1.437
C -2.235 1.665 -3.235  0.382
O -2.448 0.813 -2.027  -0.276
P -1.579 0.556 -0.767  -0.742
O -2.168 1.474 0.392  -0.126
C -3.613 1.769 0.564  -0.467
C -3.968 3.093 -0.061  -1.174
O -1.956 -0.934 -0.392  0.500
C -2.666 -1.905 -1.260  -0.288
C -4.128 -1.961 -0.914  -1.157
H -3.408 2.268 -4.902  0.444
H -4.212 2.540 -3.350  0.338
H -4.082 0.899 -4.014  0.330
H -1.797 2.611 -2.922  0.113
H -1.535 1.140 -3.872  0.080
H -3.768 1.794 1.636  0.486
H -4.195 0.953 0.142  0.275
H -3.551 3.930 0.505  0.364
H -5.054 3.202 -0.061  0.438
H -3.629 3.149 -1.098  0.072
H -2.173 -2.853 -1.075  0.285
H -2.515 -1.628 -2.301  0.433
H -4.287 -2.280 0.120  0.116
H -4.617 -2.685 -1.568  0.479
H -4.612 -0.995 -1.071  0.268
N -3.182 -2.679 4.758  -0.095
C -3.783 -1.921 3.597  -1.038
C -2.772 -0.897 3.084  0.080
N -1.473 -1.471 2.708  0.592
C -0.927 -2.251 3.831  -0.555
C -1.874 -3.322 4.365  -0.955
H -3.835 -3.383 5.104  0.366
H -3.024 -2.037 5.537  0.383
H -4.702 -1.445 3.935  0.458
H -4.029 -2.660 2.836  0.354
H -2.599 -0.147 3.864  0.446
H -3.209 -0.388 2.228  -0.452
H -1.584 -2.058 1.888  -0.004
H -0.683 -1.553 4.639  0.474
H -0.005 -2.744 3.534  0.168
H -1.462 -3.831 5.235  0.473
H -2.105 -4.063 3.602  0.374

Summary:
HOMO energy = -18.50 eV
Calculated total energy = -5248.606887 Ha
Total charge = +4
LUMO level = -10.931 eV

---

# 8
Entry from the OMol25 dataset: a cluster of 3 separate species, C15H33N4O2 in total at a distorted geometry (ωB97M-V with the def2-TZVPD basis set).

Last column: natural (NBO) charge in e.
Atoms and positions in Å:
C -2.874 0.461 -1.859  -0.645
C -3.765 0.183 -0.588  -0.245
N -3.079 -0.647 0.467  -0.417
N -1.720 -0.344 0.526  -0.134
C -1.411 0.890 1.069  0.067
C -0.040 1.380 1.164  -0.214
C 1.018 0.503 0.638  -0.116
C 0.698 -0.814 0.088  -0.217
C -0.718 -1.192 0.048  0.056
H -3.404 1.027 -2.671  0.258
H -1.949 1.068 -1.631  0.211
H -2.540 -0.555 -2.228  0.202
H -4.720 -0.333 -0.856  0.245
H -4.060 1.168 -0.125  0.205
H -3.220 -1.649 0.323  0.390
H -2.225 1.556 1.433  0.263
H 0.143 2.389 1.604  0.294
H 2.072 0.862 0.667  0.255
H 1.449 -1.523 -0.328  0.275
H -1.073 -2.164 -0.376  0.251
C -2.624 -4.656 -4.811  -0.616
C -2.125 -3.569 -3.865  -0.085
C -0.643 -3.704 -3.480  -0.071
O -0.385 -4.711 -2.513  -0.560
C -0.277 -6.026 -3.041  -0.253
N -2.977 -3.550 -2.671  -0.811
H -2.777 -5.611 -4.307  0.208
H -3.583 -4.368 -5.246  0.228
H -1.921 -4.811 -5.633  0.213
H -2.240 -2.613 -4.388  0.192
H -0.329 -2.762 -3.013  0.161
H -0.004 -3.840 -4.361  0.180
H 0.180 -6.034 -4.033  0.178
H -1.257 -6.504 -3.071  0.171
H 0.352 -6.609 -2.366  0.197
H -2.699 -2.762 -2.089  0.315
H -2.727 -4.364 -2.111  0.361
C 2.932 3.079 4.658  -0.617
C 2.954 3.471 3.184  -0.074
C 4.126 4.395 2.807  -0.076
O 3.955 5.746 3.203  -0.545
C 4.293 6.015 4.555  -0.252
N 1.659 4.071 2.831  -0.848
H 2.584 3.888 5.300  0.212
H 2.258 2.235 4.816  0.214
H 3.926 2.777 4.997  0.213
H 3.070 2.546 2.607  0.170
H 4.199 4.418 1.715  0.182
H 5.082 4.002 3.173  0.173
H 5.133 5.405 4.898  0.173
H 3.426 5.863 5.201  0.165
H 4.577 7.066 4.627  0.200
H 1.643 4.244 1.827  0.346
H 1.639 5.007 3.234  0.374

Summary:
HOMO energy = -11.64 eV
Calculated total energy = -960.491068 Ha
Total charge = +1
LUMO level = -4.344 eV